Here is 3 unconnected molecules or ions with the total composition C3H4N4O in a non-equilibrium geometry from the Open Molecules 2025 dataset. Energies are from ωB97M-V/def2-TZVPD.

Positions of all 12 atoms, in Å:
C1 -1.33566 0.40603 0.06035
C2 2.15077 -0.64817 -0.19682
C3 -2.02772 -0.79436 -0.07732
H1 -3.11740 1.30554 -0.37174
H2 0.84260 1.28641 -0.56557
H3 1.67095 -0.35103 1.91503
H4 3.28106 -1.05903 0.19569
N1 -1.88094 1.38252 -0.43004
N2 0.14025 0.64647 0.47018
N3 0.88187 -0.47163 0.67656
N4 -2.69120 -1.66739 -0.47833
O1 2.08542 -0.03535 -1.19799

The calculation puts the HOMO energy at -9.79 eV. For the frontier orbital gap, the calculation gives 0.3602 Eh. The LUMO energy comes out at 0.0 eV. The total charge is 0.

***

Here is a molecular structure, C3H4N4O in a non-equilibrium geometry from the Open Molecules 2025 dataset. Energies are from ωB97M-V/def2-TZVPD.

Positions of all 12 atoms, in Å:
C1 2.69138 -0.72448 -0.24027
C2 -0.18618 1.29705 0.09266
C3 -1.36685 -0.33413 -0.01866
H1 3.61711 -0.39398 -0.64411
H2 2.14013 -1.66226 -0.14869
H3 0.34726 2.23952 -0.12767
H4 -0.47295 -1.09482 1.69872
N1 1.93416 0.38103 -0.16906
N2 0.63203 0.37581 0.33498
N3 -1.49588 1.07061 -0.12811
N4 -0.23427 -0.83346 0.46492
O1 -2.28924 -0.93464 -0.41248

The calculation puts the HOMO energy at -9.56 eV. For the frontier orbital gap, the calculation gives 0.3465 Eh. The LUMO energy comes out at -0.1 eV. The total charge is 0.

***

Here is a single C3H4N4O molecule in a non-equilibrium geometry from the Open Molecules 2025 dataset. Energies are from ωB97M-V/def2-TZVPD.

Positions of all 12 atoms, in Å:
H1 -1.30481 -2.51465 1.24596
N1 -0.50033 -2.75853 0.83915
C1 -0.12225 -1.65077 0.13865
N2 1.21032 -1.44658 -0.56321
N3 1.29691 -0.22037 -0.82504
C2 0.15962 0.53618 -0.31580
C3 -0.02571 1.88623 -0.03528
O1 0.84746 2.78283 -0.61894
N4 -0.71986 -0.53720 0.13066
H2 -0.97723 2.21665 0.28836
H3 1.79571 2.34441 -0.86480
H4 -1.65983 -0.63821 0.58029

The calculation puts the HOMO energy at -8.52 eV. For the frontier orbital gap, the calculation gives 0.2769 Eh. Its SMILES is [H]/N=C1N=N/C(=C\O)N/1. The LUMO energy comes out at -1.0 eV. The total charge is 0.

***

Here is a single C3H4N4O molecule in a non-equilibrium geometry from the Open Molecules 2025 dataset. Energies are from ωB97M-V/def2-TZVPD.

Positions of all 12 atoms, in Å:
H1 1.16887 -2.75001 -0.19181
N1 1.09654 -2.09669 0.63784
C1 0.42677 -1.05481 0.40270
N2 -0.29466 -0.62679 -0.74869
C2 -1.15265 0.50129 -0.69316
N3 -0.90986 1.63869 -0.11421
C3 0.29452 1.77984 0.49305
N4 1.03029 0.95835 1.11657
O1 0.26278 -0.15728 1.37481
H2 -0.62906 -1.24505 -1.44202
H3 -2.08740 0.30451 -1.21186
H4 0.79384 2.74796 0.37677

The calculation puts the HOMO energy at -10.04 eV. For the frontier orbital gap, the calculation gives 0.3775 Eh. Its SMILES is [H]/N=C1\NC=NC=NO1. The LUMO energy comes out at 0.2 eV. The total charge is 0.

***

Here is a molecular structure, C3H4N4O in a non-equilibrium geometry from the Open Molecules 2025 dataset. Energies are from ωB97M-V/def2-TZVPD.

Positions of all 12 atoms, in Å:
C1 1.37686 0.07151 -0.21518
C2 -1.94207 -1.02180 -0.27749
C3 -2.74317 0.16964 -0.10245
H1 2.46954 1.63899 0.90168
H2 0.69671 1.69797 -0.50039
H3 2.95707 -0.96937 0.86809
H4 -2.48920 -1.93130 -0.04785
N1 1.83648 1.33275 -0.27329
N2 1.84280 -1.06848 0.58315
N3 -0.65381 -1.11042 -0.40115
N4 -3.31356 1.06592 0.49065
O1 -0.03764 0.12460 -1.02577

The calculation puts the HOMO energy at -9.34 eV. For the frontier orbital gap, the calculation gives 0.3199 Eh. The LUMO energy comes out at -0.6 eV. The total charge is 0.

***

Here is a single C3H4N4O2 molecule in a non-equilibrium geometry from the Open Molecules 2025 dataset. Energies are from ωB97M-V/def2-TZVPD.

Positions of all 13 atoms, in Å:
C1 0.29437 0.41804 1.36351
C2 -0.71841 -0.39025 0.90819
C3 0.76292 1.50727 0.51328
N1 0.53901 1.59189 -0.72440
N2 -1.20687 -0.59700 -0.30863
N3 -0.59753 -0.35648 -1.42415
N4 0.62626 -0.98045 -1.58216
O1 1.38620 -0.41330 -2.32116
O2 0.82634 -2.00746 -1.04036
H1 0.55610 0.35860 2.41480
H2 -1.49643 -0.66708 1.60829
H3 1.34353 2.32614 1.09163
H4 -2.31550 -0.78992 -0.49884

The calculation puts the HOMO energy (alpha / beta) at -9.30 / -8.77 eV. For the frontier orbital gap (alpha / beta), the calculation gives 0.2786 / 0.2999 Eh. The LUMO energy (alpha / beta) comes out at -1.7 / -0.6 eV. The total charge is 0.

***

Here is 2 unconnected molecules or ions with the total composition C3H4N4O4 in a non-equilibrium geometry from the Open Molecules 2025 dataset. Energies are from ωB97M-V/def2-TZVPD.

Positions of all 15 atoms, in Å:
C1 -0.93001 -2.41076 1.43920
C2 -0.25974 -0.50281 -1.07697
C3 -0.43299 -0.21719 0.36519
N1 -1.12433 -3.45026 1.86547
N2 0.54559 0.25810 1.13846
N3 0.86903 -1.45053 -1.35208
N4 -1.76763 -0.08655 0.88957
O1 0.72373 -2.20023 -2.27103
O2 -1.85408 0.31307 2.03787
O3 1.84347 -1.34821 -0.64983
O4 -2.69304 -0.31471 0.13430
H1 0.00055 0.42658 -1.60232
H2 -1.18410 -0.90544 -1.50322
H3 1.50460 0.01542 0.92198
H4 0.27991 0.41578 2.10680

The calculation puts the HOMO energy (alpha / beta) at -10.25 / -10.25 eV. For the frontier orbital gap (alpha / beta), the calculation gives 0.2756 / 0.2756 Eh. The LUMO energy (alpha / beta) comes out at -2.7 / -2.7 eV. The total charge is 0.

***

Here is a single C3H4N4S molecule in a non-equilibrium geometry from the Open Molecules 2025 dataset. Energies are from ωB97M-V/def2-TZVPD.

Positions of all 12 atoms, in Å:
H1 -0.84945 1.62792 1.18517
N1 -0.31995 0.80173 0.81084
C1 -1.00365 0.10901 -0.00403
N2 -2.25531 0.34952 -0.53828
S1 -0.32521 -1.38339 -0.72739
N3 1.01738 -1.70762 0.31827
C2 1.97103 -0.86779 0.35418
C3 2.15221 0.31994 -0.45597
N4 2.41784 1.22689 -1.11824
H2 -2.82678 -0.47135 -0.74535
H3 -2.77630 1.11036 -0.12150
H4 2.79818 -1.11524 1.04229

The calculation puts the HOMO energy at -9.27 eV. For the frontier orbital gap, the calculation gives 0.3333 Eh. Its SMILES is [H]/N=C(\N)S/N=C\C#N. The LUMO energy comes out at -0.2 eV. The total charge is 0.

***

Here is a single C3H4N4S molecule in a non-equilibrium geometry from the Open Molecules 2025 dataset. Energies are from ωB97M-V/def2-TZVPD.

Positions of all 12 atoms, in Å:
N1 0.17932 -0.63339 -1.98340
C1 0.13223 -0.26871 -0.69549
N2 1.23796 -0.02016 -0.00729
N3 1.04234 0.41333 1.22967
C2 -0.17323 0.61189 1.75884
N4 -1.26602 0.28956 1.17672
C3 -1.18727 -0.08443 -0.12637
S1 -2.52746 -0.48421 -1.03675
H1 -0.44832 -1.10216 -2.59203
H2 1.16970 -0.67189 -2.26966
H3 1.84835 0.85700 1.73521
H4 -0.00759 1.09316 2.81056

The calculation puts the HOMO energy (alpha / beta) at -8.27 / -8.27 eV. For the frontier orbital gap (alpha / beta), the calculation gives 0.2958 / 0.2958 Eh. Its SMILES is Nc1n[nH]cnc1=S. The LUMO energy (alpha / beta) comes out at -0.2 / -0.2 eV. The total charge is 0.

***

Here is 2 unconnected molecules or ions with the total composition C3H4N5 in a non-equilibrium geometry from the Open Molecules 2025 dataset. Energies are from ωB97M-V/def2-TZVPD.

Positions of all 12 atoms, in Å:
C1 -1.30616 0.84423 0.04134
C2 1.01728 -0.46103 0.80307
C3 1.44878 -0.99080 -0.45545
N1 -1.29743 1.72333 -0.96153
N2 -2.49259 0.61862 0.53949
N3 -2.56191 1.85990 -1.22188
N4 -3.26427 1.17813 -0.28695
N5 1.46049 -0.59152 1.96859
H1 2.38540 -1.60135 -0.21261
H2 1.58170 -0.03095 -1.01157
H3 0.61724 -1.53006 -0.94789
H4 2.41147 -1.01851 1.74539

The calculation puts the HOMO energy (alpha / beta) at -4.57 / -4.38 eV. For the frontier orbital gap (alpha / beta), the calculation gives 0.2784 / 0.2964 Eh. The LUMO energy (alpha / beta) comes out at 3.0 / 3.7 eV. The total charge is -1.

***

What did we get for E? Answer: -410.70568; -410.80891; -410.85108; -410.88940; -410.68663; -485.91131; -636.39533; -733.87584; -733.89235; -390.32480 hartree, in the order shown.
What did we get for energy above the lowest of the compared OMol25 structures with the same formula, charge and spin? Answer: 8.098; 5.289; 4.142; 3.099; 8.617; 8.595; 2.502; 0.855; 0.406; 5.196 eV, in the order shown.